(1)
# C3H8N2OS

One molecule with the formula C3H8N2OS at a distorted geometry (wB97M-V/def2-TZVPD, the OMol25 dataset).

The geometry in XYZ format:
```
15
Properties=species:S:1:pos:R:3
N -1.617 1.285 -0.086
C -1.534 -0.169 -0.035
O -2.498 -0.810 -0.252
C -0.071 -0.436 0.129
N 0.530 0.325 1.306
C 0.828 -0.082 -1.142
S 2.608 -0.287 -0.704
H -0.886 1.507 0.490
H -2.550 1.529 0.241
H 0.000 -1.524 0.353
H 0.171 -0.407 2.063
H 1.609 0.206 1.399
H 0.378 -0.579 -2.046
H 0.621 1.010 -1.360
H 2.412 -1.568 -0.355
```

Computed properties:
Charge ... 0
Kohn-Sham gap ... 10.23 eV
2S+1 ... 1
HOMO level ... -9.6 eV

Here are the natural (NBO) charges for atoms 1 to 2, given in e: atom 1 (N): -0.856, atom 2 (C): 0.673

---

(2)
# C6H6O

A 2-piece molecular cluster, C6H6O overall (wB97M-V/def2-TZVPD, the OMol25 dataset).

The geometry in XYZ format:
```
13
Properties=species:S:1:pos:R:3
O -0.030 -0.832 2.296
C 0.649 -0.999 1.141
C -1.096 -0.960 -1.161
C -1.053 0.401 -1.087
C -0.894 1.606 -0.894
C 1.285 0.062 0.556
C 1.759 1.038 -0.003
H -0.435 0.051 2.298
H 1.166 -1.948 1.076
H -2.062 -1.369 -0.868
H -0.635 -1.382 -2.060
H -1.195 2.567 -1.247
H 2.542 1.764 -0.045
```

Computed properties:
Charge ... 0
Kohn-Sham gap (alpha / beta) ... 8.07 / 7.08 eV
2S+1 ... 1
HOMO level (alpha / beta) ... -8.3 / -7.8 eV

Here are the natural (NBO) charges for atoms 1 to 2, given in e: atom 1 (O): -0.644, atom 2 (C): 0.131

---

(3)
# C19H24N2O4S

C19H24N2O4S as an isolated structure at a distorted geometry (wB97M-V/def2-TZVPD, the OMol25 dataset).

The geometry in XYZ format:
```
50
Properties=species:S:1:pos:R:3
C -6.269 -2.180 1.236
C -5.643 -2.706 -0.189
O -5.179 -1.567 -1.056
C -4.102 -1.073 -0.790
C -3.200 -1.619 0.036
C -2.098 -0.827 0.393
C -1.860 0.245 -0.274
C -2.728 0.807 -1.504
C -3.931 0.106 -1.643
H -4.572 0.345 -2.285
H -2.585 1.870 -1.955
N -0.652 1.158 -0.313
S -0.642 1.933 1.006
O -1.331 1.505 2.196
O -1.186 3.368 0.564
C 0.992 2.289 1.742
H 1.650 2.648 0.877
H 1.435 1.292 1.924
H 1.154 3.049 2.440
C 0.097 1.727 -1.218
H -0.316 1.279 -2.365
H -0.131 2.861 -1.178
C 1.625 1.482 -1.247
O 2.392 2.185 -1.577
N 1.871 0.334 -0.980
C 3.176 -0.441 -0.458
C 4.311 -0.163 -0.933
C 5.521 -0.462 -0.656
C 5.408 -1.800 0.278
C 4.306 -2.278 0.715
C 3.082 -1.502 0.305
C 1.750 -2.186 0.774
H 1.135 -2.408 0.115
H 1.254 -1.556 1.510
H 1.945 -3.110 1.507
H 4.305 -2.923 1.299
C 6.788 -2.478 0.319
H 6.785 -2.747 1.808
H 7.607 -1.818 0.289
H 6.721 -3.268 -0.007
H 6.494 -0.309 -0.847
H 4.166 0.980 -1.304
H 0.948 -0.347 -0.361
H -1.383 -1.185 1.122
H -3.507 -2.236 0.749
H -4.856 -3.513 -0.049
H -6.529 -3.268 -0.708
H -6.566 -3.156 1.780
H -5.506 -1.585 1.604
H -7.256 -1.404 1.031
```

Computed properties:
Charge ... 0
Kohn-Sham gap ... 8.86 eV
2S+1 ... 1
HOMO level ... -8.4 eV

Here are the natural (NBO) charges for atoms 1 to 2, given in e: atom 1 (C): -0.627, atom 2 (C): -0.110

---

(4)
# C9H20S2

A 2-piece molecular cluster, C9H20S2 overall (wB97M-V/def2-TZVPD, the OMol25 dataset).

The geometry in XYZ format:
```
31
Properties=species:S:1:pos:R:3
C -2.649 2.386 -0.530
C -4.134 2.035 -0.650
C -4.531 1.830 -2.114
C -4.189 3.063 -2.953
C -2.705 3.414 -2.832
C -2.308 3.619 -1.369
H -2.048 1.529 -0.891
H -2.384 2.561 0.531
H -4.733 2.865 -0.230
H -4.360 1.125 -0.062
H -5.613 1.606 -2.188
H -3.979 0.959 -2.516
H -4.455 2.888 -4.013
H -4.790 3.919 -2.592
H -2.105 2.584 -3.253
H -2.479 4.324 -3.420
H -1.226 3.843 -1.295
H -2.860 4.490 -0.967
C -0.152 -4.004 -0.402
C 1.319 -3.775 -0.096
S 2.410 -4.020 -1.533
S 1.883 -2.480 -2.762
C 2.929 -1.139 -2.153
H -0.761 -3.840 0.502
H -0.316 -5.036 -0.755
H -0.491 -3.305 -1.186
H 1.499 -2.761 0.311
H 1.695 -4.506 0.645
H 3.999 -1.400 -2.221
H 2.741 -0.258 -2.788
H 2.698 -0.875 -1.107
```

Computed properties:
Charge ... 0
Kohn-Sham gap ... 9.47 eV
2S+1 ... 1
HOMO level ... -8.9 eV

Here are the natural (NBO) charges for atoms 1 to 2, given in e: atom 1 (C): -0.399, atom 2 (C): -0.399

---

Number 1: DFT total energy -702.01068 Ha. Number 2: DFT total energy -307.19785 Ha. Number 3: DFT total energy -1546.33065 Ha. Number 4: DFT total energy -1151.30008 Ha.